[1]
A molecular structure, C23H56FN2O7Zr in a non-equilibrium geometry. Source: the Open Molecules 2025 dataset; level of theory: the ωB97M-V functional and the def2-TZVPD basis.

- Expectation value of S²: 0.75
- E_LUMO (alpha / beta): 0.04 / -0.13 eV
- Kohn-Sham gap (alpha / beta): 0.238 / 0.238 Ha
- Calculated total energy: -1692.8127 a.u.

Structure (ORCA input):
```
! wB97M-V def2-TZVPD RIJCOSX def2/J DEFGRID3
* xyz 0 2
Zr 8.748 -19.909 4.532
C 7.267 -15.526 3.322
C 8.313 -16.016 2.282
C 8.585 -14.878 1.252
C 9.556 -13.918 1.785
C 10.864 -14.647 2.134
C 10.738 -15.679 3.291
N 9.506 -16.527 3.015
O 9.367 -17.713 3.859
C 10.644 -14.845 4.599
C 12.062 -16.401 3.255
C 7.669 -17.236 1.475
H 6.834 -16.337 3.908
H 6.464 -14.907 2.923
H 7.881 -14.929 3.997
H 7.656 -14.341 1.056
H 8.936 -15.366 0.343
H 9.127 -13.193 2.477
H 9.937 -13.257 1.006
H 11.598 -13.853 2.269
H 11.026 -15.164 1.188
H 9.989 -13.974 4.576
H 11.570 -14.605 5.121
H 10.231 -15.526 5.343
H 12.173 -17.176 2.497
H 12.190 -16.843 4.243
H 12.782 -15.597 3.102
H 7.929 -18.212 1.883
H 8.188 -17.434 0.537
H 6.580 -17.204 1.418
C 10.444 -23.695 2.058
C 9.076 -24.023 2.743
C 8.762 -25.540 2.624
C 9.528 -26.473 3.657
C 9.310 -25.911 5.059
C 9.644 -24.377 5.237
N 9.021 -23.544 4.123
O 9.235 -22.119 4.287
C 11.199 -24.364 5.290
C 9.048 -23.995 6.587
C 7.967 -23.364 1.820
H 11.071 -24.570 2.232
H 10.937 -22.738 2.231
H 10.393 -23.689 0.969
H 9.136 -25.951 1.687
H 7.694 -25.750 2.694
H 10.600 -26.513 3.461
H 9.143 -27.491 3.611
H 9.858 -26.589 5.714
H 8.272 -26.194 5.234
H 11.662 -24.799 6.176
H 11.414 -23.300 5.195
H 11.702 -24.745 4.402
H 7.964 -24.062 6.490
H 9.345 -22.976 6.836
H 9.213 -24.646 7.446
H 8.015 -23.833 0.837
H 8.159 -22.298 1.701
H 6.930 -23.289 2.148
F 7.151 -20.357 3.197
C 4.354 -20.040 1.491
O 5.614 -20.557 1.059
H 3.603 -20.052 0.701
H 3.948 -20.475 2.405
H 4.416 -18.971 1.692
H 6.244 -20.523 1.783
C 5.636 -18.441 5.260
O 7.009 -18.368 5.193
H 5.172 -17.503 5.567
H 5.149 -18.560 4.293
H 5.280 -19.246 5.902
H 7.155 -17.419 5.214
C 10.743 -19.685 1.454
O 9.671 -20.003 2.150
H 11.306 -20.526 1.050
H 10.528 -19.197 0.503
H 11.485 -19.114 2.012
H 9.023 -20.048 1.443
C 6.858 -21.205 7.445
O 7.251 -21.040 6.060
H 6.865 -22.254 7.739
H 7.603 -20.710 8.068
H 5.924 -20.740 7.762
H 6.495 -21.477 5.663
C 5.202 -23.395 5.154
O 5.287 -22.054 4.760
H 5.351 -23.492 6.229
H 4.187 -23.682 4.877
H 5.977 -24.016 4.705
H 5.000 -22.028 3.845
*
```

[2]
3 unconnected molecules or ions with the total composition C23H59FNO10P4S in a non-equilibrium geometry. Source: the Open Molecules 2025 dataset; level of theory: the ωB97M-V functional and the def2-TZVPD basis.

- E_LUMO: 1.16 eV
- Kohn-Sham gap: 0.179 Ha
- Calculated total energy: -3582.3200 a.u.

Structure (ORCA input):
```
! wB97M-V def2-TZVPD RIJCOSX def2/J DEFGRID3
* xyz -1 1
C -2.954 4.096 -7.793
C -2.992 3.537 -6.357
O -2.430 2.263 -6.199
C -0.969 2.322 -6.058
C -0.656 2.425 -4.558
P 1.186 2.572 -3.953
C 1.895 2.087 -5.694
N 1.928 3.169 -6.724
C 0.644 2.745 -2.087
C -0.838 2.676 -1.659
C -1.656 3.972 -1.614
F -1.165 4.773 -0.588
C 3.025 2.620 -3.282
C 3.948 3.808 -3.551
C 4.637 3.897 -4.928
O 5.097 3.545 -2.639
P 1.076 4.792 -4.419
S 0.849 6.076 -2.942
H -3.317 3.398 -8.549
H -3.565 5.010 -7.791
H -1.934 4.448 -7.993
H -2.586 4.293 -5.663
H -4.054 3.440 -6.080
H -0.639 1.398 -6.537
H -0.680 3.212 -6.629
H -1.033 1.481 -4.148
H -1.282 3.276 -4.252
H 1.156 1.122 -3.712
H 2.952 1.795 -5.615
H 1.460 1.143 -6.066
H 1.321 2.957 -7.512
H 2.844 3.217 -7.159
H 1.053 1.830 -1.628
H 1.134 3.552 -1.531
H -1.420 1.825 -2.028
H -0.801 2.438 -0.574
H -1.657 4.551 -2.540
H -2.695 3.681 -1.393
H 3.585 1.698 -3.509
H 3.024 2.583 -2.184
H 3.607 4.776 -3.164
H 5.601 4.399 -4.765
H 4.882 2.899 -5.307
H 4.110 4.493 -5.679
H 5.493 4.392 -2.403
H 2.151 5.314 -5.177
H -0.044 4.970 -5.284
O -3.521 -0.492 0.458
P -3.542 -1.982 0.336
O -1.989 -2.361 -0.029
C -0.929 -1.900 0.802
C -0.728 -2.805 2.004
O -4.232 -2.171 -1.129
C -4.931 -1.094 -1.756
C -4.014 -0.340 -2.697
O -3.976 -3.559 0.663
C -4.144 -4.005 2.010
C -4.745 -2.961 2.928
H -1.104 -0.869 1.120
H -0.028 -1.901 0.188
H -1.571 -2.716 2.697
H 0.180 -2.536 2.546
H -0.658 -3.848 1.694
H -5.371 -0.430 -1.012
H -5.758 -1.532 -2.320
H -3.085 -0.046 -2.210
H -4.506 0.556 -3.081
H -3.739 -0.969 -3.545
H -3.185 -4.360 2.398
H -4.807 -4.872 1.971
H -4.087 -2.089 3.024
H -4.899 -3.373 3.926
H -5.703 -2.611 2.540
O 3.219 -2.613 7.243
P 2.067 -3.492 7.608
O 1.939 -4.509 6.324
C 3.070 -5.252 5.887
C 3.255 -6.520 6.700
O 0.806 -2.503 7.314
C 0.987 -1.093 7.169
C 1.134 -0.717 5.709
O 1.045 -4.389 8.569
C 1.561 -5.207 9.622
C 2.759 -4.608 10.328
H 3.974 -4.639 5.918
H 2.888 -5.511 4.843
H 3.565 -6.282 7.722
H 4.023 -7.156 6.258
H 2.322 -7.082 6.755
H 1.837 -0.747 7.756
H 0.098 -0.612 7.584
H 1.896 -1.314 5.209
H 1.395 0.338 5.606
H 0.196 -0.892 5.178
H 1.797 -6.200 9.228
H 0.750 -5.340 10.340
H 3.609 -4.495 9.645
H 3.075 -5.247 11.153
H 2.519 -3.618 10.723
*
```

[3]
A molecular structure, C23H62FN10O8P3S in a non-equilibrium geometry. Source: the Open Molecules 2025 dataset; level of theory: the ωB97M-V functional and the def2-TZVPD basis.

- E_LUMO: 0.34 eV
- Kohn-Sham gap: 0.325 Ha
- Calculated total energy: -3585.0596 a.u.

Structure (ORCA input):
```
! wB97M-V def2-TZVPD RIJCOSX def2/J DEFGRID3
* xyz 0 1
N -3.265 -0.486 2.719
C -3.693 0.448 1.721
O -3.945 1.609 2.003
C -3.795 0.004 0.285
C -2.580 -0.730 -0.339
C -1.249 -0.537 0.332
O -0.132 -0.145 -0.542
S 1.100 -0.153 0.491
O 1.178 1.074 1.210
O 2.315 -0.711 0.003
O 0.523 -1.295 1.529
C -0.637 -1.807 0.894
F -1.482 -2.485 1.695
H -4.087 -0.663 3.296
H -2.643 0.015 3.347
H -4.075 0.865 -0.306
H -4.633 -0.693 0.240
H -2.798 -1.784 -0.468
H -2.481 -0.339 -1.351
H -1.175 0.181 1.149
H -0.309 -2.529 0.142
O -0.738 0.227 -3.633
P -0.218 0.712 -4.945
N -0.187 2.425 -4.701
C -0.148 3.412 -5.763
C 0.685 2.852 -3.608
N -1.568 0.290 -5.943
C -2.159 1.204 -6.901
C -2.634 -0.468 -5.300
N 0.867 0.662 -6.298
C 0.748 -0.532 -7.170
C 2.282 0.647 -5.838
H 0.798 3.426 -6.322
H -0.281 4.406 -5.330
H -0.960 3.294 -6.471
H 1.752 2.835 -3.874
H 0.551 2.217 -2.732
H 0.452 3.876 -3.309
H -2.715 2.016 -6.415
H -2.855 0.660 -7.546
H -1.413 1.625 -7.575
H -3.266 0.165 -4.662
H -2.240 -1.278 -4.695
H -3.272 -0.921 -6.063
H 0.866 -1.466 -6.616
H 1.523 -0.482 -7.937
H -0.199 -0.567 -7.696
H 2.492 -0.194 -5.181
H 2.535 1.565 -5.308
H 2.954 0.587 -6.691
O 5.451 -0.193 -4.530
P 6.367 -0.149 -3.355
N 7.195 1.348 -3.610
C 8.461 1.706 -2.997
C 6.319 2.518 -3.633
N 7.392 -1.479 -3.756
C 8.840 -1.404 -3.696
C 7.010 -2.262 -4.926
N 6.724 -0.307 -1.665
C 6.643 -1.692 -1.131
C 5.769 0.463 -0.810
H 8.399 1.868 -1.912
H 8.822 2.636 -3.442
H 9.237 0.974 -3.189
H 5.989 2.831 -2.633
H 5.429 2.325 -4.231
H 6.833 3.372 -4.076
H 9.259 -0.782 -4.497
H 9.264 -2.408 -3.795
H 9.189 -1.039 -2.730
H 7.257 -1.750 -5.865
H 5.948 -2.485 -4.928
H 7.538 -3.218 -4.913
H 5.666 -2.148 -1.305
H 6.826 -1.662 -0.056
H 7.401 -2.341 -1.552
H 4.728 0.171 -0.963
H 5.847 1.535 -0.989
H 6.015 0.310 0.239
O -5.018 -1.835 6.055
P -5.180 -0.955 7.257
N -5.125 -2.125 8.534
C -5.665 -1.926 9.867
C -3.853 -2.841 8.630
N -6.820 -0.484 6.963
C -7.854 -0.546 7.980
C -7.399 -0.899 5.690
N -4.919 0.447 8.268
C -5.394 1.737 7.704
C -3.464 0.667 8.508
H -5.116 -1.182 10.462
H -5.621 -2.871 10.412
H -6.712 -1.648 9.854
H -3.056 -2.244 9.095
H -3.505 -3.149 7.644
H -3.965 -3.742 9.235
H -8.144 -1.577 8.217
H -8.745 -0.018 7.630
H -7.557 -0.032 8.895
H -7.672 -1.961 5.686
H -6.720 -0.717 4.864
H -8.302 -0.316 5.493
H -4.962 1.948 6.723
H -5.115 2.540 8.388
H -6.473 1.774 7.613
H -2.905 0.787 7.576
H -3.026 -0.162 9.064
H -3.317 1.559 9.113
*
```

[4]
A molecular structure, C23H63F6N3O10PPb in a non-equilibrium geometry. Source: the Open Molecules 2025 dataset; level of theory: the ωB97M-V functional and the def2-TZVPD basis.

- E_LUMO: -3.22 eV
- Kohn-Sham gap: 0.256 Ha
- Calculated total energy: -2964.0682 a.u.

Structure (ORCA input):
```
! wB97M-V def2-TZVPD RIJCOSX def2/J DEFGRID3
* xyz 1 1
Pb -1.393 -0.131 3.202
P -0.013 -0.602 -0.526
F -0.156 0.835 -1.202
F -1.563 -0.930 -0.825
F 0.428 -1.263 -1.928
F 0.130 -2.036 0.220
F 1.558 -0.327 -0.196
F -0.442 0.038 0.935
C 3.498 -0.388 -6.763
O 2.496 -0.697 -5.825
C 2.983 -0.958 -4.515
C 2.836 0.213 -3.558
N 3.851 1.231 -3.855
C 3.712 2.395 -2.993
C 4.614 3.517 -3.475
O 4.213 3.934 -4.759
C 4.925 5.083 -5.182
H 4.095 0.488 -6.499
H 3.004 -0.215 -7.718
H 4.206 -1.206 -6.939
H 4.004 -1.346 -4.526
H 2.299 -1.734 -4.148
H 2.989 -0.201 -2.558
H 1.814 0.604 -3.628
H 3.667 1.565 -4.797
H 4.012 2.149 -1.970
H 2.678 2.767 -2.940
H 5.662 3.192 -3.500
H 4.568 4.353 -2.761
H 5.996 4.851 -5.189
H 4.799 5.935 -4.506
H 4.565 5.299 -6.182
C -3.119 1.761 0.546
O -2.477 1.773 1.825
C -2.118 3.084 2.207
C -1.146 3.099 3.379
N -0.033 2.171 3.140
C 0.856 2.043 4.304
C 1.907 0.980 3.951
O 1.199 -0.200 3.585
C 2.024 -1.151 2.884
H -2.446 2.217 -0.184
H -4.037 2.353 0.580
H -3.307 0.744 0.222
H -3.009 3.663 2.482
H -1.675 3.667 1.391
H -1.629 2.952 4.351
H -0.797 4.137 3.462
H 0.554 2.641 2.451
H 0.266 1.744 5.175
H 1.395 2.957 4.570
H 2.494 0.780 4.852
H 2.539 1.310 3.125
H 2.955 -1.307 3.441
H 2.288 -0.728 1.915
H 1.492 -2.098 2.883
C -4.986 -0.020 2.591
O -3.829 -0.797 2.404
C -4.139 -2.166 2.175
C -2.890 -2.904 1.759
N -1.749 -2.627 2.660
C -1.942 -3.243 3.990
C -0.721 -3.049 4.869
O -0.574 -1.677 5.184
C 0.229 -1.513 6.353
H -4.720 0.944 3.022
H -5.769 -0.468 3.211
H -5.484 0.190 1.635
H -4.855 -2.235 1.350
H -4.613 -2.576 3.071
H -2.619 -2.576 0.753
H -3.056 -3.985 1.725
H -0.956 -3.109 2.233
H -2.230 -4.300 3.952
H -2.797 -2.786 4.499
H 0.172 -3.466 4.385
H -0.850 -3.689 5.750
H 1.133 -2.119 6.332
H -0.363 -1.794 7.225
H 0.470 -0.459 6.463
C -1.001 -3.804 -3.576
O -1.877 -2.711 -3.431
H -1.053 -4.472 -2.709
H -1.250 -4.381 -4.463
H 0.021 -3.434 -3.709
H -1.724 -2.206 -2.631
C 2.435 -3.893 -1.647
O 3.197 -4.958 -1.110
H 3.146 -3.159 -2.023
H 1.797 -4.156 -2.491
H 1.840 -3.390 -0.886
H 2.620 -5.595 -0.684
C 2.144 2.952 0.488
O 1.869 3.909 1.515
H 3.219 2.787 0.364
H 1.651 2.019 0.746
H 1.788 3.291 -0.489
H 2.219 4.763 1.246
C -4.417 0.105 -2.380
C -5.872 -0.130 -1.964
O -6.745 0.769 -2.657
H -3.738 -0.489 -1.763
H -4.112 1.142 -2.208
H -4.289 -0.074 -3.445
H -5.905 0.100 -0.888
H -6.254 -1.139 -2.097
H -6.783 1.570 -2.128
*
```

Repeat the first record exactly.
A molecular structure, C23H56FN2O7Zr in a non-equilibrium geometry. Source: the Open Molecules 2025 dataset; level of theory: the ωB97M-V functional and the def2-TZVPD basis.

- Expectation value of S²: 0.75
- E_LUMO (alpha / beta): 0.04 / -0.13 eV
- Kohn-Sham gap (alpha / beta): 0.238 / 0.238 Ha
- Calculated total energy: -1692.8127 a.u.

Structure (ORCA input):
```
! wB97M-V def2-TZVPD RIJCOSX def2/J DEFGRID3
* xyz 0 2
Zr 8.748 -19.909 4.532
C 7.267 -15.526 3.322
C 8.313 -16.016 2.282
C 8.585 -14.878 1.252
C 9.556 -13.918 1.785
C 10.864 -14.647 2.134
C 10.738 -15.679 3.291
N 9.506 -16.527 3.015
O 9.367 -17.713 3.859
C 10.644 -14.845 4.599
C 12.062 -16.401 3.255
C 7.669 -17.236 1.475
H 6.834 -16.337 3.908
H 6.464 -14.907 2.923
H 7.881 -14.929 3.997
H 7.656 -14.341 1.056
H 8.936 -15.366 0.343
H 9.127 -13.193 2.477
H 9.937 -13.257 1.006
H 11.598 -13.853 2.269
H 11.026 -15.164 1.188
H 9.989 -13.974 4.576
H 11.570 -14.605 5.121
H 10.231 -15.526 5.343
H 12.173 -17.176 2.497
H 12.190 -16.843 4.243
H 12.782 -15.597 3.102
H 7.929 -18.212 1.883
H 8.188 -17.434 0.537
H 6.580 -17.204 1.418
C 10.444 -23.695 2.058
C 9.076 -24.023 2.743
C 8.762 -25.540 2.624
C 9.528 -26.473 3.657
C 9.310 -25.911 5.059
C 9.644 -24.377 5.237
N 9.021 -23.544 4.123
O 9.235 -22.119 4.287
C 11.199 -24.364 5.290
C 9.048 -23.995 6.587
C 7.967 -23.364 1.820
H 11.071 -24.570 2.232
H 10.937 -22.738 2.231
H 10.393 -23.689 0.969
H 9.136 -25.951 1.687
H 7.694 -25.750 2.694
H 10.600 -26.513 3.461
H 9.143 -27.491 3.611
H 9.858 -26.589 5.714
H 8.272 -26.194 5.234
H 11.662 -24.799 6.176
H 11.414 -23.300 5.195
H 11.702 -24.745 4.402
H 7.964 -24.062 6.490
H 9.345 -22.976 6.836
H 9.213 -24.646 7.446
H 8.015 -23.833 0.837
H 8.159 -22.298 1.701
H 6.930 -23.289 2.148
F 7.151 -20.357 3.197
C 4.354 -20.040 1.491
O 5.614 -20.557 1.059
H 3.603 -20.052 0.701
H 3.948 -20.475 2.405
H 4.416 -18.971 1.692
H 6.244 -20.523 1.783
C 5.636 -18.441 5.260
O 7.009 -18.368 5.193
H 5.172 -17.503 5.567
H 5.149 -18.560 4.293
H 5.280 -19.246 5.902
H 7.155 -17.419 5.214
C 10.743 -19.685 1.454
O 9.671 -20.003 2.150
H 11.306 -20.526 1.050
H 10.528 -19.197 0.503
H 11.485 -19.114 2.012
H 9.023 -20.048 1.443
C 6.858 -21.205 7.445
O 7.251 -21.040 6.060
H 6.865 -22.254 7.739
H 7.603 -20.710 8.068
H 5.924 -20.740 7.762
H 6.495 -21.477 5.663
C 5.202 -23.395 5.154
O 5.287 -22.054 4.760
H 5.351 -23.492 6.229
H 4.187 -23.682 4.877
H 5.977 -24.016 4.705
H 5.000 -22.028 3.845
*
```

Among the records above, which one has the highest calculated total energy?
C23H56FN2O7Zr